Computed, not measured: a gas-phase ion, C5H11NO2 (charge +1), with ωB97M-V with the def2-TZVPD basis set.

Summary:
Total charge: +1
Calculated total energy (eV): -10937.777
HOMO level (alpha / beta) (hartree): -0.5312 / -0.5108
2S+1: 2
Molar mass (g/mol): 117.148
Gap between HOMO and LUMO (alpha / beta) (eV): 11.107 / 5.463
ΔE to the lowest compared entry with this formula, charge and spin (kcal per mole): 62.3

Last column: Mulliken spin population.
Positions of all 19 atoms, in Å:
C  -0.1201  -0.0771  -1.8893  0.097
C  -0.0671  0.3192  -0.3287  -0.019
C  -1.4084  0.9265  -0.0568  0.072
C  -1.6632  1.0370  1.4664  -0.008
O  -2.3558  1.9416  1.8669  0.116
N  0.2053  -0.9021  0.5200  0.677
C  1.5460  -0.9177  1.0727  -0.029
O  2.4849  -0.6430  0.1169  0.075
H  0.7576  0.3951  -2.4298  0.011
H  -0.1254  -1.1950  -2.0456  -0.006
H  -0.9730  0.2780  -2.3762  -0.006
H  0.7147  1.1184  -0.1095  -0.002
H  -2.2547  0.4316  -0.4093  -0.001
H  -1.3943  1.9341  -0.5571  -0.003
H  -1.1651  0.4226  2.1201  0.026
H  -0.0961  -1.9095  0.3908  -0.020
H  1.6602  -0.1472  1.8593  0.022
H  1.8233  -1.8770  1.5604  0.002
H  2.4313  -1.1353  -0.7712  -0.006